{
  "formula": "C40H103ClNO15P",
  "method": "ωB97M-V with the def2-TZVPD basis set",
  "homo_energy_ev": -7.8,
  "fmax_ha_per_bohr": 0.1098,
  "energy_ha": -3570.48840,
  "species": ["C", "C", "C", "C", "C", "C", "C", "C", "C", "C", "C", "C", "C", "C", "C", "C", "C", "C", "C", "C", "C", "C", "C", "C", "O", "O", "C", "Cl", "C", "C", "N", "P", "C", "O", "H", "H", "H", "H", "H", "H", "H", "H", "H", "H", "H", "H", "H", "H", "H", "H", "H", "H", "H", "H", "H", "H", "H", "H", "H", "H", "H", "H", "H", "H", "H", "H", "H", "H", "H", "H", "H", "H", "H", "H", "H", "H", "H", "H", "H", "H", "H", "H", "H", "H", "H", "H", "H", "H", "H", "C", "O", "H", "H", "H", "H", "C", "O", "H", "H", "H", "H", "C", "O", "H", "H", "H", "H", "C", "O", "H", "H", "H", "H", "C", "O", "H", "H", "H", "H", "C", "O", "H", "H", "H", "H", "C", "O", "H", "H", "H", "H", "C", "O", "H", "H", "H", "H", "C", "O", "H", "H", "H", "H", "C", "O", "H", "H", "H", "H", "C", "O", "H", "H", "H", "H", "C", "O", "H", "H", "H", "H"],
  "positions_angstrom": [[-2.6891, 0.7589, 0.7952], [-2.3151, 2.0804, 0.0522], [-3.3217, 2.3605, -1.1014], [-2.9083, 1.5536, -2.3597], [-3.5862, 0.1417, -2.4602], [-2.6310, -1.0441, -2.1609], [-2.9877, -2.2176, -3.1063], [-2.3111, -3.5411, -2.7100], [-2.7116, -4.0710, -1.3040], [-1.5379, -4.0571, -0.3029], [-1.9387, -4.6830, 1.0418], [-2.8912, -3.8464, 1.9117], [-2.3693, -2.4494, 2.3109], [-1.6102, -2.4884, 3.6511], [-0.9465, -1.1382, 4.0409], [0.4853, -1.2375, 4.6282], [1.6108, -0.9373, 3.5906], [1.5707, -1.9850, 2.4611], [2.9604, -2.1279, 1.8018], [2.7782, -2.5970, 0.3376], [3.5511, -1.7312, -0.6853], [5.0169, -2.2033, -0.8096], [5.9064, -1.9300, 0.4494], [2.9258, -2.2330, -2.0418], [3.3054, -2.9867, -2.8075], [1.7137, -1.5276, -2.0844], [2.1365, -0.1603, -2.0333], [2.8669, 0.0833, -3.6887], [3.1582, -0.2273, -0.8598], [2.5076, 0.5244, 0.3368], [1.9795, 1.8509, -0.0119], [4.7288, 0.7934, -1.2049], [4.2511, 2.3920, -2.0349], [5.3876, 1.2749, 0.2873], [-1.9114, 0.0250, 0.5849], [-3.6336, 0.3575, 0.4219], [-2.8000, 0.9114, 1.8717], [-1.3242, 1.9111, -0.3837], [-2.2278, 2.9171, 0.7512], [-4.3058, 2.0478, -0.7364], [-3.4079, 3.4371, -1.3291], [-1.8247, 1.4017, -2.3917], [-3.1812, 2.1334, -3.2475], [-3.9393, 0.0131, -3.4878], [-4.4509, 0.0886, -1.7938], [-1.5812, -0.7591, -2.2734], [-2.7574, -1.4007, -1.1325], [-4.0761, -2.3263, -3.1723], [-2.6191, -1.9341, -4.1028], [-2.6483, -4.2974, -3.4300], [-1.2288, -3.4421, -2.7984], [-3.0148, -5.1176, -1.4071], [-3.5367, -3.4558, -0.9266], [-1.1271, -3.0450, -0.2241], [-0.7511, -4.6947, -0.7302], [-1.0369, -4.9189, 1.6238], [-2.4190, -5.6474, 0.8327], [-3.0177, -4.3980, 2.8548], [-3.8916, -3.7857, 1.4737], [-3.2460, -1.7988, 2.3947], [-1.7163, -2.0076, 1.5522], [-2.3844, -2.7024, 4.4009], [-0.9335, -3.3470, 3.6915], [-1.0152, -0.4532, 3.1860], [-1.5798, -0.7074, 4.8242], [0.6430, -2.2513, 5.0109], [0.5651, -0.4969, 5.4306], [1.3135, 0.0199, 3.1432], [2.5761, -0.8944, 4.0984], [1.2052, -2.9457, 2.8363], [0.8151, -1.6516, 1.7380], [3.5209, -2.8542, 2.4165], [3.5241, -1.1988, 1.8801], [3.2028, -3.6067, 0.2737], [1.7253, -2.7360, 0.0948], [4.9647, -3.2915, -0.9043], [5.4881, -1.8711, -1.7317], [5.8826, -2.8331, 1.0652], [6.9241, -1.6670, 0.1701], [5.4189, -1.1616, 1.0505], [1.2215, 0.3942, -1.8672], [1.6498, -0.0749, 0.6827], [3.1686, 0.5812, 1.2085], [1.3013, 2.0822, 0.7096], [2.6958, 2.5685, 0.0787], [4.7987, 3.2325, -1.5969], [3.1773, 2.5703, -2.1119], [4.6178, 2.3080, -3.0612], [5.8607, 2.1030, 0.1148], [-5.2737, 6.0142, -2.2571], [-4.3417, 5.0870, -2.8094], [-5.8605, 5.5025, -1.4976], [-4.7405, 6.8497, -1.8008], [-5.9407, 6.3822, -3.0418], [-3.8345, 5.5567, -3.4793], [-2.5388, 9.1082, -0.6205], [-2.6240, 7.7829, -1.1523], [-3.5475, 9.4850, -0.4704], [-2.0148, 9.0928, 0.3344], [-2.0113, 9.7579, -1.3253], [-1.7242, 7.4666, -1.2775], [-5.9855, -1.6716, -5.5569], [-5.9479, -1.9601, -4.1602], [-5.0236, -1.9342, -5.9900], [-6.7664, -2.2593, -6.0399], [-6.1724, -0.6063, -5.7158], [-6.8057, -1.7224, -3.7923], [4.8267, -4.3441, 4.7863], [5.4223, -3.6379, 3.6979], [4.2550, -5.1764, 4.3818], [5.5970, -4.7295, 5.4548], [4.1569, -3.6826, 5.3421], [5.9227, -2.9044, 4.0713], [4.4828, 1.3422, 3.8469], [5.1901, 0.4924, 2.9449], [4.4777, 0.8744, 4.8289], [4.9778, 2.3148, 3.9117], [3.4529, 1.4727, 3.5033], [5.1915, 0.9123, 2.0739], [-4.5191, -2.7840, -9.3146], [-5.8544, -3.0034, -8.8747], [-4.3256, -1.7138, -9.2995], [-3.8123, -3.2857, -8.6483], [-4.3885, -3.1575, -10.3335], [-6.0119, -3.9559, -8.8919], [3.6731, 6.0541, -1.9477], [3.5248, 5.4594, -0.6609], [4.7346, 6.1361, -2.1748], [3.1889, 5.4288, -2.7010], [3.2255, 7.0470, -1.9465], [2.5793, 5.3984, -0.4860], [-0.8808, 8.8641, 3.1411], [-2.1258, 9.1472, 2.5082], [-0.0817, 9.0938, 2.4399], [-0.7608, 9.4800, 4.0354], [-0.8259, 7.8076, 3.4144], [-2.8224, 8.9391, 3.1399], [3.1887, -4.8864, 8.2111], [4.5474, -4.9992, 7.8036], [2.5569, -5.0158, 7.3349], [2.9464, -5.6594, 8.9447], [3.0042, -3.8999, 8.6446], [5.0942, -4.8800, 8.5888], [0.0829, 6.8299, -3.6898], [0.7659, 6.8693, -2.4388], [0.7789, 6.4761, -4.4462], [-0.7669, 6.1449, -3.6363], [-0.2663, 7.8286, -3.9624], [0.1392, 7.1836, -1.7789], [-8.4795, -4.5324, -7.3041], [-7.6222, -5.5829, -7.7471], [-8.6672, -3.8691, -8.1446], [-9.4284, -4.9411, -6.9480], [-7.9944, -3.9711, -6.5036], [-7.4607, -6.1625, -6.9955], [7.8948, -3.1130, 8.6870], [6.5153, -2.8428, 8.4534], [8.0963, -2.9659, 9.7453], [8.1309, -4.1458, 8.4169], [8.5192, -2.4307, 8.1055], [6.3488, -2.9779, 7.5138]],
  "mulliken_charge": [-0.33, -0.51, -0.65, -0.82, -0.40, 1.71, -0.91, -1.11, -0.74, 0.35, -1.13, -1.20, 1.13, -1.23, -0.39, -1.51, -0.42, -0.07, 1.05, -1.17, 1.00, -1.67, -1.20, -0.92, -0.50, -0.38, 0.23, -0.18, 2.22, -1.04, -0.41, 0.05, -1.43, -0.50, -0.41, 0.42, 0.50, -0.07, 0.44, 0.47, 0.03, 0.35, 0.31, 0.10, 0.43, -0.36, -0.81, 0.19, 0.57, 0.39, 0.28, 0.53, 0.25, -0.34, 0.51, 0.34, 0.47, 0.45, 0.45, 0.36, -0.93, 0.44, 0.55, -0.02, 0.61, 0.54, 0.41, 0.03, 0.36, 0.76, -0.68, 0.27, -0.53, 0.78, 0.07, 0.59, 0.51, 0.38, 0.28, 0.27, 0.58, 0.04, -0.27, 0.41, 0.27, 0.54, 0.38, 0.37, 0.22, -0.39, -0.42, 0.22, 0.07, 0.28, 0.26, -0.40, -0.32, 0.22, 0.09, 0.30, 0.08, -0.30, -0.46, 0.18, -0.03, 0.32, 0.25, -0.72, -0.42, 0.33, 0.28, 0.25, 0.27, -0.57, -0.41, 0.25, 0.31, 0.17, 0.22, -0.62, -0.45, 0.22, 0.26, 0.30, 0.27, -0.57, -0.48, 0.30, 0.20, 0.26, 0.28, -0.54, -0.50, 0.23, 0.27, 0.26, 0.28, -0.59, -0.43, 0.22, 0.29, 0.27, 0.27, -0.57, -0.39, 0.28, 0.22, 0.28, 0.24, -0.34, -0.52, 0.24, 0.35, 0.03, 0.29, -0.57, -0.46, 0.23, 0.27, 0.27, 0.27]
}